No. 1
C3H2CdO3 as an isolated structure. Source: the Open Molecules 2025 dataset; level of theory: ωB97M-V/def2-TZVPD.

Geometry as XYZ:
```
9
Properties=species:S:1:pos:R:3:forces:R:3:mulliken_charge:R:1
C -2.106558 0.310810 0.416478 -0.9842 -0.0817 0.1162 -0.829
C -1.189372 -0.500620 -0.525822 0.3267 0.0619 -0.3905 -0.588
O -1.893551 -1.089716 -1.604451 1.1278 0.0605 0.1440 0.127
C -1.601600 -0.721718 -2.932531 0.2484 0.1766 -0.5295 -0.668
O -2.488727 -1.226864 -3.651507 1.2347 0.7182 -0.8391 -0.286
O -3.307332 0.210066 0.091196 0.8206 0.4005 0.5003 -0.262
Cd -3.868813 -1.992497 -2.123910 -2.5691 -1.4171 0.8007 -0.091
H -0.694170 -1.310619 0.038615 -0.0696 0.2541 0.0788 0.206
H -0.417061 0.175135 -0.933704 -0.1353 -0.1730 0.1191 0.391
```
Forces are in eV/Å.

## Properties
**Total charge**: -2
**Spin multiplicity**: 1
**Orbital gap**: 5.58 eV
**LUMO energy**: 7.48 eV
**Highest occupied orbital energy**: 1.90 eV

---

No. 2
C3H2CdO3 as an isolated structure. Source: the Open Molecules 2025 dataset; level of theory: ωB97M-V/def2-TZVPD.

Geometry as XYZ:
```
9
Properties=species:S:1:pos:R:3:forces:R:3:mulliken_charge:R:1
O -1.195868 3.293982 1.359128 0.4056 -1.7230 -1.2729 -0.232
C -0.479192 2.381698 1.384981 0.7071 1.4400 2.5712 0.815
O 0.386310 1.680784 1.816107 -1.6242 2.4892 -0.3098 -0.454
O -0.521737 -0.040099 -0.076567 0.0314 -0.3155 -1.6199 -0.678
C 0.446949 -0.921045 -0.503436 -3.8041 -0.1534 -1.7362 0.083
C 0.215527 -1.780697 -1.520695 1.1958 -0.5504 0.8820 -0.514
H 0.891550 -2.619130 -1.703286 -0.0318 0.4613 -0.0989 0.262
H -0.741105 -1.796852 -2.063950 0.4731 0.4097 0.4091 0.237
Cd 0.997566 -0.198640 1.307719 2.6470 -2.0578 1.1754 0.480
```
Forces are in eV/Å.

## Properties
**Spin multiplicity**: 1
**Orbital gap (alpha / beta)**: 6.45 / 6.46 eV
**Relative energy (zero: lowest compared OMol25 entry of this formula, charge and spin)**: 160.7 kJ/mol
**LUMO energy (alpha / beta)**: -1.16 / -1.16 eV
**Highest occupied orbital energy (alpha / beta)**: -7.61 / -7.62 eV

---

No. 3
C3H2Cl2F24NO4P3S2V as an isolated structure. Source: the Open Molecules 2025 dataset; level of theory: ωB97M-V/def2-TZVPD.

Geometry as XYZ:
```
42
Properties=species:S:1:pos:R:3:forces:R:3:mulliken_charge:R:1
V 0.572106 0.138371 0.369239 0.0466 -1.1556 -0.1496 1.051
P -0.086924 -3.193119 -0.082561 -1.7616 0.2961 -1.7264 1.259
F 1.036756 -4.375309 -0.233711 -0.8773 0.8498 0.5496 -0.391
F -1.337754 -4.174979 0.049829 -0.6535 -2.2281 1.8013 -0.396
F -0.042524 -3.118409 1.522049 1.9208 -0.6515 0.4758 -0.364
F -1.086654 -1.958289 0.044209 -1.7444 2.2761 0.5520 -0.331
F 1.002866 -2.044039 -0.420151 1.3063 -0.9401 0.7235 -0.381
F -0.549664 -3.236239 -1.597051 1.7341 -0.4168 -2.0226 -0.409
P 1.093266 -0.342939 -3.473851 -0.2517 -1.7312 -0.7770 1.257
F -0.077614 0.667911 -3.920881 0.8011 0.5176 -0.3569 -0.405
F 1.296296 -0.859459 -5.014611 -0.0644 -0.1324 -0.1125 -0.405
F 2.301356 0.732041 -3.824581 -0.9208 0.1813 0.8243 -0.410
F 2.195616 -1.359709 -2.897761 0.5073 -0.2307 -0.5999 -0.379
F 0.911476 0.147701 -1.943351 0.0358 0.9061 -0.0120 -0.260
F -0.039304 -1.510229 -3.285711 0.7250 0.8143 -0.2352 -0.303
P 3.679796 0.045231 1.193929 1.3731 -1.9068 -1.7653 1.370
F 4.559966 -0.916309 2.190489 -1.2866 0.4084 0.5153 -0.395
F 3.966976 -1.024329 0.019149 -0.0436 -0.3502 0.2948 -0.370
F 2.232336 -0.657399 1.505499 0.4440 -1.5597 1.9527 -0.319
F 2.736596 0.792751 0.102519 1.0220 2.3772 -0.7087 -0.449
F 3.396186 1.137301 2.310079 0.1395 0.0583 0.3177 -0.365
F 5.082396 0.760301 0.802079 -0.6377 0.9301 -0.1616 -0.391
C -3.577034 0.746891 -0.268641 0.7592 -1.1103 -1.1976 0.653
F -4.585314 1.605531 -0.343651 -0.5311 0.1113 -0.6343 -0.265
F -3.211284 0.713511 0.974809 0.5721 0.0015 1.1787 -0.188
F -4.006494 -0.520799 -0.591041 0.0229 1.4981 0.0665 -0.241
S -2.093794 1.198051 -1.505331 -1.6567 -2.6906 -1.6277 0.647
O -1.998864 -0.016119 -2.303101 0.5143 1.2861 2.3380 -0.509
O -2.547874 2.319171 -2.311641 0.6528 0.0694 1.3788 -0.605
N -0.820094 1.484491 -0.262891 -3.5301 0.9584 -2.9206 0.227
S -0.879964 3.073781 -0.216651 0.2149 3.3437 1.8529 0.735
O -0.118444 3.793181 -1.190351 1.0220 -0.2326 -0.3359 -0.667
O -2.170394 3.769651 0.016419 1.4155 -1.8838 0.7428 -0.660
C 0.105036 3.140171 1.498379 0.2672 -0.4993 -3.6812 0.557
F 0.552736 4.341641 1.839249 0.1070 0.3157 0.0663 -0.260
F -0.726614 2.690541 2.338519 -2.0118 -0.3528 2.8502 -0.194
F 1.139736 2.271551 1.473449 0.4035 0.9673 -0.0002 -0.166
C -1.559674 -1.294279 3.654409 -0.4999 -0.5728 1.1530 -0.350
Cl -0.783764 -0.301959 2.483019 1.5258 1.8183 -1.8344 -0.225
Cl -2.921764 -2.193859 2.919419 0.0458 -0.1580 0.5616 -0.224
H -0.736984 -1.918169 4.003769 -0.7330 -0.5098 0.2782 0.231
H -1.902714 -0.553849 4.377029 -0.3745 -0.6721 0.3858 0.292
```
Forces are in eV/Å.

## Properties
**Total charge**: -3
**Spin multiplicity**: 5
**Orbital gap (alpha / beta)**: 3.29 / 8.94 eV
**LUMO energy (alpha / beta)**: 6.37 / 6.27 eV
**Highest occupied orbital energy (alpha / beta)**: 3.08 / -2.68 eV

---

It is found that the DFT total energy values, taken in the order of the records, are -13844.716; -13845.269; -178327.133 eV.